Entry 1:
Molecular formula: C5H6N
Method: DFT, ωB97M-V/def2-TZVPD

Results
ΔE to the lowest compared entry with this formula, charge and spin = 83.26 kcal/mol
Charge = +1

```
12
C5H6N ωB97M-V/def2-TZVPD
H -0.194 -1.808 -2.185
C -0.295 0.576 0.028
C 2.143 0.169 1.010
C 1.061 -0.085 0.242
N 1.068 -1.230 -0.674
H 2.338 1.087 1.470
H -1.844 0.279 -1.434
H 3.058 -0.344 0.949
C 0.028 -1.105 -1.445
H -0.792 1.352 0.568
H -0.335 0.881 -1.850
C -0.762 0.115 -1.185
```

These are the Löwdin partial charges, in e, on atoms 1 to 8:
1. H 0.119
2. C 0.186
3. C 0.258
4. C -0.206
5. N 0.129
6. H 0.085
7. H 0.180
8. H 0.095


Entry 2:
Molecular formula: C3H2IrLiO3
Method: DFT, ωB97M-V/def2-TZVPD

Results
Expectation value of S² = 8.76
Multiplicity = 6
Charge = +1

```
10
C3H2IrLiO3 ωB97M-V/def2-TZVPD
C 1.090 0.024 -1.388
O 0.224 0.483 3.023
Ir -0.268 -0.886 0.429
H -0.378 1.503 -2.168
C -0.086 -0.587 2.617
Li -2.194 -1.092 2.315
O 1.285 -0.945 -0.652
H 1.819 0.454 -2.076
C -0.290 0.720 -1.415
O -1.203 0.326 -0.685
```

These are the Löwdin partial charges, in e, on atoms 1 to 8:
1. C -0.213
2. O -0.023
3. Ir 1.313
4. H 0.136
5. C -0.390
6. Li 0.713
7. O -0.209
8. H 0.138


Entry 3:
Molecular formula: H8O4
Method: DFT, ωB97M-V/def2-TZVPD

Results
ΔE to the lowest compared entry with this formula, charge and spin = 47.44 kcal/mol
SMILES = O.O.O.O
Charge = 0

```
12
H8O4 ωB97M-V/def2-TZVPD
O -1.008 -0.453 -0.178
H -0.718 0.231 0.420
H -0.507 0.026 2.853
O 0.388 -2.638 -0.812
H 1.238 -2.044 -1.140
H 0.995 0.960 -2.360
H -0.134 -1.810 -0.580
O 0.223 1.436 -1.716
H 0.563 1.968 -1.048
H -0.761 0.114 -1.069
H 0.260 1.269 3.033
O -0.537 0.946 2.602
```

These are the Löwdin partial charges, in e, on atoms 1 to 8:
1. O -0.122
2. H -0.006
3. H 0.040
4. O -0.178
5. H 0.099
6. H 0.191
7. H -0.040
8. O -0.090


Entry 4:
Molecular formula: C2H7S3
Method: DFT, ωB97M-V/def2-TZVPD

Results
ΔE to the lowest compared entry with this formula, charge and spin = 19.50 kcal/mol
Charge = -1

```
12
C2H7S3 ωB97M-V/def2-TZVPD
S 0.838 -1.678 -2.181
H 1.504 -2.500 1.251
H 2.990 -3.184 0.725
C 2.058 -2.743 0.342
S -2.184 2.927 1.431
S 2.218 -1.352 -0.830
H -3.022 2.294 -0.789
H -1.493 3.137 -0.916
H 1.655 -3.532 -0.299
H -0.945 2.747 1.889
H -1.566 1.455 -0.309
C -2.054 2.428 -0.314
```

These are the Löwdin partial charges, in e, on atoms 1 to 8:
1. S -0.373
2. H 0.001
3. H 0.002
4. C -0.567
5. S 0.579
6. S -0.036
7. H 0.024
8. H 0.021


| no. | E_tot (hartree) |
| --- | --- |
| 1 | -248.483014 |
| 2 | -452.582084 |
| 3 | -305.703600 |
| 4 | -1274.980249 |